Formula: C6H4Cl2O3S2
Source: the Open Molecules 2025 dataset
Level of theory: ωB97M-V with the def2-TZVPD basis set

Summary:
Kohn-Sham gap (spin up / spin down) (eV): 8.1783 / 8.0149
Max |F| (eV/Å): 3.8
Relative energy (zero: lowest compared OMol25 entry of this formula, charge and spin) (kJ/mol): 112.7
Electronic energy (a.u.): -2173.233606
2S+1: 1

Structure (XYZ):
```
17
Properties=species:S:1:pos:R:3:forces:R:3
C -0.746 2.169 -0.033 0.14 -0.46 0.50
C 0.412 1.278 -0.243 2.01 0.24 -0.04
C -1.961 1.643 0.134 0.55 -0.82 -0.71
C 0.609 -0.040 -0.097 0.45 2.06 -0.84
C -1.631 -1.060 0.066 -2.57 1.41 0.04
C -0.271 -0.989 0.545 1.34 -2.47 0.84
O -2.272 -3.342 -0.746 -0.62 -0.53 -0.10
O 2.843 -0.116 -1.615 -0.13 1.19 -1.18
O 2.686 -1.889 0.042 -1.85 1.33 -0.56
S -2.851 -2.015 -0.476 2.71 1.15 0.61
S 2.325 -0.542 -0.380 1.60 -2.45 2.50
Cl -3.538 2.171 0.093 0.25 0.15 0.30
Cl 3.314 0.507 1.169 -0.40 0.26 -0.52
H -0.497 3.253 0.060 -0.55 -0.86 -0.30
H 1.418 1.727 -0.431 -1.32 0.58 -0.30
H 0.198 -1.961 0.262 -0.41 -0.09 0.76
H -0.038 -0.796 1.649 -1.21 -0.69 -1.00
```
Positions in Å, forces in eV/Å.